1.
Molecular formula: C5H11NO
Method: DFT, wB97M-V/def2-TZVPD

Each line ends with the natural charge from an NBO analysis.
Element x y z (Å)
C1 0.185 1.165 -1.957  -0.621
C2 0.324 1.395 -0.455  -0.212
N1 0.163 0.172 0.326  -0.443
C3 1.374 -0.496 0.752  -0.403
C4 -1.106 -0.313 0.484  0.682
C5 -1.281 -1.617 1.246  -0.716
O1 -2.072 0.286 0.031  -0.636
H1 0.437 2.075 -2.511  0.211
H2 -0.846 0.888 -2.192  0.231
H3 0.850 0.362 -2.297  0.198
H4 -0.428 2.115 -0.120  0.222
H5 1.313 1.803 -0.217  0.189
H6 1.986 0.181 1.361  0.197
H7 1.145 -1.374 1.357  0.214
H8 1.977 -0.820 -0.107  0.193
H9 -2.351 -1.827 1.279  0.246
H10 -0.899 -1.547 2.270  0.224
H11 -0.771 -2.448 0.749  0.224

Computed properties:
Structure (SMILES): CCN(C)C(C)=O
Orbital gap, eV: 10.04
Highest occupied orbital energy, Ha: -0.3363
Max |F|, eV/A: 0.3
ΔE to the lowest compared entry with this formula, charge and spin, kcal per mole: 7.91
LUMO energy, eV: 0.9
E_tot, Eh: -327.11875

---

2.
Molecular formula: C6H17NO
Method: DFT, wB97M-V/def2-TZVPD

Each line ends with the natural charge from an NBO analysis.
Element x y z (Å)
C1 0.043 -1.395 -2.343  -0.533
N1 0.012 -0.189 -1.481  -0.147
C2 0.521 -0.455 -0.115  -0.085
C3 -0.275 0.369 0.932  -0.221
C4 -0.105 -0.480 2.282  -0.657
C5 0.027 1.861 0.962  -0.635
C6 2.088 -0.243 -0.041  -0.611
H1 -0.585 -1.083 -3.345  0.265
H2 -0.725 -2.150 -2.126  0.273
H3 1.028 -1.792 -2.741  0.299
H4 0.559 0.539 -1.911  0.407
H5 0.258 -1.466 0.149  0.241
H6 -1.377 0.258 0.628  0.237
H7 -0.820 -1.379 2.588  0.256
H8 0.926 -0.827 2.425  0.218
H9 -0.539 0.181 3.135  0.248
H10 1.086 2.031 0.655  0.212
H11 -0.314 2.299 1.813  0.246
H12 -0.665 2.391 0.281  0.223
H13 2.489 -0.152 -1.036  0.224
H14 2.290 0.626 0.714  0.257
H15 2.570 -1.135 0.276  0.260
H16 -2.173 0.505 -1.108  0.461
H17 -3.198 1.096 0.109  0.489
O1 -3.120 0.591 -0.702  -0.925

Computed properties:
Orbital gap (spin up / spin down), eV: 11.68 / 6.05
2S+1: 2
Net charge: +1
Highest occupied orbital energy (spin up / spin down), Ha: -0.5400 / -0.5381
Max |F|, eV/A: 5.6
ΔE to the lowest compared entry with this formula, charge and spin, kcal per mole: 70.67
LUMO energy (spin up / spin down), eV: -3.0 / -8.6
E_tot, Eh: -368.38090

---

3.
Molecular formula: C44H52BiBr2IN5OS3
Method: DFT, wB97M-V/def2-TZVPD

Each line ends with the Mulliken charge.
Element x y z (Å)
Bi1 -0.987 0.357 -1.134  0.129
Br1 0.727 -5.033 -1.858  -0.212
C1 -0.996 -4.397 -1.390  0.401
C2 -2.091 -5.235 -1.620  -0.466
C3 -3.356 -4.831 -1.305  0.009
Br2 -4.808 -6.024 -1.623  -0.290
C4 -3.592 -3.541 -0.782  0.989
C5 -4.859 -3.042 -0.408  -0.919
C6 -4.986 -1.761 0.044  -1.432
C7 -3.846 -0.943 0.089  -0.243
N1 -2.650 -1.393 -0.204  1.215
C8 -2.479 -2.683 -0.597  -0.061
C9 -1.104 -3.117 -0.832  -1.150
O1 -0.116 -2.371 -0.540  -0.097
H1 -1.927 -6.216 -2.044  0.410
H2 -5.726 -3.682 -0.499  0.324
H3 -5.947 -1.362 0.339  0.481
H4 -3.903 0.110 0.350  0.439
C10 -2.622 0.377 2.970  -1.000
C11 -1.484 1.360 2.913  1.290
C12 -0.723 1.603 4.055  -0.891
C13 0.283 2.556 4.061  -1.003
C14 0.489 3.326 2.923  -0.537
C15 -0.267 3.122 1.773  1.002
C16 -0.104 4.020 0.579  -1.288
C17 -1.221 2.084 1.739  -1.482
N2 -1.880 1.775 0.535  1.752
C18 -2.914 2.580 0.074  0.423
C19 -3.599 3.570 0.987  -2.318
C20 -3.314 2.423 -1.205  0.818
C21 -4.477 3.215 -1.755  -2.067
N3 -2.626 1.484 -2.015  0.838
C22 -2.850 1.577 -3.419  -1.383
C23 -2.164 2.560 -4.148  1.338
C24 -1.195 3.481 -3.459  -0.882
C25 -2.385 2.671 -5.514  -1.004
C26 -3.268 1.820 -6.162  -0.873
C27 -3.940 0.853 -5.434  -0.874
C28 -3.745 0.721 -4.063  1.469
C29 -4.469 -0.349 -3.300  -1.173
H5 -2.931 0.215 4.005  0.515
H6 -2.345 -0.586 2.540  0.105
H7 -3.475 0.749 2.405  0.153
H8 -0.957 1.056 4.963  0.440
H9 0.876 2.727 4.953  0.447
H10 1.237 4.113 2.932  0.394
H11 0.727 4.713 0.721  0.424
H12 -1.014 4.604 0.413  0.295
H13 0.077 3.445 -0.327  0.151
H14 -3.126 3.581 1.969  0.398
H15 -4.657 3.326 1.126  0.421
H16 -3.555 4.585 0.582  0.442
H17 -5.384 3.053 -1.163  0.368
H18 -4.699 2.942 -2.784  0.424
H19 -4.276 4.292 -1.735  0.365
H20 -0.499 2.925 -2.827  -0.106
H21 -1.715 4.191 -2.809  0.215
H22 -0.613 4.041 -4.192  0.494
H23 -1.850 3.429 -6.076  0.395
H24 -3.431 1.910 -7.230  0.375
H25 -4.632 0.181 -5.931  0.432
H26 -5.433 -0.573 -3.762  0.531
H27 -4.637 -0.045 -2.269  -0.026
H28 -3.877 -1.270 -3.284  0.205
S1 1.503 -3.601 1.249  -0.101
C30 2.170 -3.718 2.885  0.324
C31 2.930 -4.622 3.606  -0.575
C32 3.221 -4.300 4.930  -0.480
C33 2.775 -3.108 5.498  -0.562
C34 2.011 -2.199 4.770  -0.541
C35 1.711 -2.534 3.461  -0.478
S2 0.790 -1.838 2.127  0.536
H29 3.286 -5.544 3.162  0.440
H30 3.812 -4.987 5.524  0.358
H31 3.025 -2.886 6.528  0.374
H32 1.669 -1.272 5.209  0.496
C36 5.572 -0.870 3.587  -0.749
C37 5.528 0.636 3.352  -0.700
C38 4.782 1.015 2.076  -0.105
C39 3.282 0.719 2.135  -0.040
N4 2.586 1.269 0.987  0.167
C40 2.503 0.729 -0.243  0.162
S3 1.958 1.709 -1.524  -0.386
N5 2.845 -0.553 -0.378  0.546
C41 2.691 -1.361 -1.587  0.545
C42 4.012 -2.016 -1.972  -1.044
C43 5.077 -1.012 -2.409  -0.023
C44 4.762 -0.365 -3.757  -1.238
H33 6.181 -1.116 4.460  0.397
H34 6.003 -1.382 2.722  0.270
H35 4.575 -1.278 3.758  -0.016
H36 6.548 1.023 3.290  0.343
H37 5.053 1.129 4.207  0.338
H38 5.219 0.480 1.225  0.011
H39 4.908 2.083 1.876  0.340
H40 2.840 1.167 3.028  0.284
H41 3.092 -0.352 2.208  -0.665
H42 2.290 2.229 1.036  0.284
H43 3.013 -1.085 0.464  -0.134
H44 2.333 -0.707 -2.377  0.668
H45 1.920 -2.110 -1.404  -1.052
H46 3.810 -2.718 -2.786  0.456
H47 4.380 -2.607 -1.125  0.319
H48 6.045 -1.518 -2.464  0.415
H49 5.168 -0.230 -1.648  -0.043
H50 4.577 -1.128 -4.517  0.292
H51 5.592 0.257 -4.097  0.390
H52 3.877 0.269 -3.693  0.240
I1 -0.619 -0.965 -3.716  -0.602

Computed properties:
Orbital gap, eV: 5.97
Net charge: -1
Highest occupied orbital energy, Ha: -0.1373
Max |F|, eV/A: 1.0
ΔE to the lowest compared entry with this formula, charge and spin, kcal per mole: 43.65
LUMO energy, eV: 2.2
E_tot, Eh: -8911.96251

---

4.
Molecular formula: C18H17ClN4O3
Method: DFT, wB97M-V/def2-TZVPD

Each line ends with the natural charge from an NBO analysis.
Element x y z (Å)
O1 -5.827 -1.640 0.608  -0.652
C1 -5.083 -0.675 0.148  0.680
N1 -3.838 -0.713 -0.409  -0.414
C2 -2.971 0.191 -0.708  -0.235
H1 -3.425 1.036 -0.703  0.228
C3 -1.856 -0.016 0.292  -0.236
N2 -1.302 -1.382 0.374  -0.364
C4 -2.251 -2.239 0.337  -0.243
C5 -3.489 -2.112 -0.575  -0.243
H2 -4.175 -2.895 -0.208  0.272
H3 -3.192 -2.120 -1.498  0.176
H4 -1.890 -3.156 0.273  0.203
H5 -2.549 -2.303 1.377  0.209
C6 -0.379 -1.424 -0.936  -0.338
C7 0.840 -0.730 -1.018  0.434
N3 0.947 0.493 -1.103  -0.244
N4 2.326 0.685 -0.897  -0.331
C8 2.817 -0.266 -0.369  0.499
C9 4.329 -0.236 -0.071  -0.099
C10 4.658 -1.497 0.644  -0.177
C11 5.956 -1.650 0.851  -0.218
C12 6.742 -0.469 0.987  -0.197
C13 6.383 0.743 0.355  -0.066
C14 5.015 0.802 0.051  -0.174
H6 4.700 1.844 -0.780  0.246
Cl1 7.539 2.000 0.151  0.049
H7 7.897 -0.825 1.153  0.222
H8 6.403 -2.412 1.324  0.209
H9 3.937 -2.421 0.724  0.240
O2 2.016 -1.286 -0.315  -0.439
H10 -0.890 -1.151 -1.970  0.220
H11 -0.160 -2.595 -1.105  0.230
H12 -1.013 0.843 -0.025  0.225
H13 -2.129 0.134 1.251  0.204
H14 -2.750 0.052 -1.724  0.188
C15 -5.821 0.866 0.303  0.127
C16 -7.021 0.923 0.741  -0.271
C17 -7.315 2.310 1.010  -0.337
C18 -6.299 2.824 0.020  0.116
O3 -5.517 1.940 -0.195  -0.358
H15 -5.983 3.685 -0.207  0.165
H16 -8.293 2.910 1.357  0.243
H17 -7.734 0.149 1.466  0.251

Computed properties:
Orbital gap, eV: 8.70
Highest occupied orbital energy, Ha: -0.3126
Max |F|, eV/A: 13.4
ΔE to the lowest compared entry with this formula, charge and spin, kcal per mole: 410.31
LUMO energy, eV: 0.2
E_tot, Eh: -1600.50899